# 1
144
Properties=species:S:1:pos:R:3 method="wB97M-V/def2-TZVPD" lumo_ev=1.28 homo_energy_ev=-4.97 charge=-1
C -1.072 -1.929 -8.958
C -0.355 -2.292 -7.880
C -0.274 -1.283 -6.706
C -0.295 -1.920 -5.308
C -1.208 -2.985 -4.994
O -2.084 -3.527 -5.905
C -3.164 -2.641 -6.217
C -4.152 -2.509 -5.011
C -5.085 -1.277 -5.340
O -5.006 -3.655 -4.995
C -1.270 -3.565 -3.685
C -2.288 -4.724 -3.390
O -3.288 -4.539 -2.662
O -2.014 -5.802 -3.966
C -0.419 -3.096 -2.644
Cl -0.598 -3.824 -1.052
C 0.513 -2.071 -2.964
C 0.593 -1.478 -4.270
C 1.646 -0.398 -4.447
O 2.267 -0.172 -5.467
C 2.003 0.471 -3.215
C 2.446 1.817 -3.358
C 2.813 2.604 -2.244
N 3.299 3.934 -2.314
C 2.537 4.744 -2.966
C 1.037 4.984 -2.682
C 3.155 5.599 -4.108
C 2.729 2.003 -0.922
C 3.169 2.847 0.288
C 4.628 2.563 0.781
F 5.211 1.424 0.212
C 2.284 0.661 -0.740
C 2.239 0.048 0.680
P 0.457 -0.177 1.169
O -0.361 0.690 0.282
O 0.294 0.371 2.694
O -0.032 -1.722 1.078
C 1.924 -0.092 -1.903
C 1.467 -1.565 -1.857
O 1.891 -2.291 -0.981
H -1.333 -0.859 -9.096
H -1.459 -2.664 -9.689
H 0.100 -3.295 -7.879
H -1.186 -0.644 -6.778
H 0.584 -0.609 -6.890
H -2.860 -1.657 -6.631
H -3.747 -3.141 -7.027
H -3.613 -2.386 -4.050
H -5.674 -0.959 -4.461
H -5.720 -1.598 -6.193
H -4.434 -0.459 -5.735
H -4.951 -4.076 -4.119
H 2.519 2.236 -4.380
H 0.928 6.069 -2.408
H 0.423 4.784 -3.581
H 0.702 4.425 -1.781
H 4.099 5.172 -4.491
H 2.405 5.822 -4.886
H 3.422 6.583 -3.650
H 3.010 3.921 0.074
H 2.487 2.584 1.128
H 4.603 2.416 1.884
H 5.300 3.432 0.597
H 2.768 -0.931 0.702
H 2.735 0.677 1.444
H -0.489 0.954 2.770
H -0.850 -1.781 0.553
C -3.378 -0.718 5.489
C -3.807 -0.494 4.059
O -3.861 0.928 3.909
S -2.739 1.596 4.848
O -1.590 1.870 4.052
O -3.359 2.587 5.650
O -2.419 0.308 5.757
H -4.216 -0.590 6.179
H -2.936 -1.700 5.638
H -4.773 -0.941 3.840
H -3.061 -0.878 3.358
C 5.467 8.298 -8.177
C 5.957 6.865 -8.228
O 4.881 6.093 -7.693
S 3.481 6.798 -8.069
O 2.952 6.162 -9.220
O 2.733 6.966 -6.877
O 4.080 8.229 -8.513
H 5.553 8.711 -7.168
H 5.997 8.942 -8.877
H 6.864 6.714 -7.646
H 6.128 6.541 -9.257
C 0.403 -4.344 2.950
C 0.390 -5.397 1.863
O 1.036 -6.537 2.449
S 0.721 -6.571 4.028
O -0.362 -7.465 4.254
O 1.952 -6.682 4.731
O 0.164 -5.062 4.167
H 1.381 -3.862 3.024
H -0.361 -3.585 2.798
H 0.916 -5.075 0.967
H -0.632 -5.684 1.601
C 1.408 10.207 0.043
C 0.881 10.993 -1.141
O 1.257 10.224 -2.285
S 1.244 8.658 -1.900
O 0.008 8.105 -2.320
O 2.495 8.101 -2.258
O 1.197 8.836 -0.300
H 2.480 10.365 0.178
H 0.887 10.453 0.967
H 1.302 11.995 -1.196
H -0.210 11.058 -1.120
C 2.247 -10.271 8.105
C 3.648 -9.935 8.579
O 4.151 -9.017 7.610
S 2.924 -8.125 7.031
O 2.898 -6.892 7.736
O 2.935 -8.194 5.622
O 1.722 -9.047 7.591
H 2.267 -11.002 7.292
H 1.618 -10.645 8.910
H 4.288 -10.812 8.644
H 3.626 -9.428 9.548
C 1.289 -0.229 8.147
C 1.779 -1.658 8.038
O 0.727 -2.447 8.599
S -0.686 -1.735 8.302
O -1.259 -2.347 7.152
O -1.386 -1.596 9.528
O -0.111 -0.295 7.870
H 1.418 0.159 9.161
H 1.786 0.434 7.442
H 2.711 -1.821 8.575
H 1.906 -1.955 6.994
C -9.242 -1.804 4.088
C -8.583 -1.753 5.452
O -7.316 -1.130 5.221
S -7.460 -0.066 4.018
O -7.640 1.222 4.580
O -6.461 -0.351 3.046
O -8.881 -0.573 3.454
H -8.846 -2.626 3.487
H -10.324 -1.893 4.155
H -8.451 -2.740 5.889
H -9.149 -1.123 6.143


# 2
109
Properties=species:S:1:pos:R:3 method="wB97M-V/def2-TZVPD" multiplicity=4 lumo_ev="-5.73 / -3.47" homo_energy_ev="-10.72 / -10.83" s_squared=4.174 charge=+1
Mn 1.088 -1.190 -0.616
C 0.193 -3.701 2.485
C 1.372 -2.769 2.803
C 1.983 -3.117 4.157
C 0.889 -1.351 2.758
C 0.522 -0.474 3.780
C 0.093 0.699 3.182
C -0.131 1.924 4.039
C 1.095 2.844 3.915
C -1.450 2.685 3.907
N 0.185 0.518 1.834
N 0.695 -0.741 1.604
B -0.129 1.104 0.440
N 1.024 1.791 -0.319
N 1.539 0.941 -1.264
C 2.341 1.627 -2.054
C 2.379 2.957 -1.609
C 1.536 3.034 -0.518
C 1.282 4.253 0.319
C 1.477 5.527 -0.508
C -0.114 4.244 0.926
C 3.002 1.050 -3.274
C 2.440 -0.329 -3.622
C 2.812 2.012 -4.453
N -1.490 1.304 -0.201
N -1.444 0.758 -1.468
C -2.622 0.950 -2.024
C -3.465 1.633 -1.117
C -2.723 1.847 0.016
C -3.151 2.551 1.267
C -4.178 1.713 2.035
C -3.718 3.937 0.943
C -2.904 0.527 -3.441
C -4.404 0.382 -3.691
C -2.178 -0.767 -3.817
H 0.523 -4.740 2.447
H -0.259 -3.446 1.528
H -0.571 -3.604 3.258
H 2.135 -2.885 2.025
H 1.220 -3.094 4.937
H 2.777 -2.420 4.425
H 2.407 -4.120 4.125
H 0.574 -0.648 4.842
H -0.125 1.521 5.052
H 1.274 3.121 2.877
H 1.984 2.335 4.287
H 0.948 3.751 4.502
H -1.451 3.378 3.071
H -1.603 3.276 4.810
H -2.293 1.999 3.814
H 0.072 -0.077 -0.183
H 2.952 3.761 -2.034
H 2.020 4.255 1.128
H 0.841 5.494 -1.394
H 2.511 5.650 -0.824
H 1.196 6.398 0.085
H -0.858 4.472 0.164
H -0.194 4.990 1.716
H -0.335 3.263 1.345
H 4.075 0.961 -3.076
H 1.355 -0.272 -3.740
H 2.677 -1.063 -2.848
H 2.870 -0.682 -4.559
H 1.749 2.182 -4.632
H 3.254 1.592 -5.357
H 3.288 2.972 -4.262
H -4.477 1.963 -1.285
H -2.277 2.670 1.903
H -5.064 1.535 1.425
H -4.485 2.240 2.940
H -3.760 0.746 2.321
H -4.681 3.851 0.438
H -3.049 4.498 0.291
H -3.864 4.509 1.861
H -2.524 1.324 -4.090
H -4.830 -0.385 -3.041
H -4.580 0.087 -4.725
H -4.932 1.320 -3.513
H -2.652 -1.618 -3.327
H -1.134 -0.729 -3.512
H -2.228 -0.922 -4.895
O 2.775 -1.219 -0.394
C 3.904 -1.899 -0.377
C 5.111 -1.267 -0.073
C 6.281 -1.998 -0.031
C 6.280 -3.369 -0.295
C 5.100 -3.992 -0.632
C 3.897 -3.277 -0.681
C 2.663 -3.934 -0.990
N 1.527 -3.327 -1.020
N 0.391 -4.053 -1.170
C -0.649 -3.300 -1.004
O -0.466 -2.013 -0.824
C -2.004 -3.837 -0.904
C -3.041 -2.962 -0.567
C -4.316 -3.454 -0.357
C -4.561 -4.815 -0.478
C -3.536 -5.681 -0.838
C -2.258 -5.199 -1.054
H 5.100 -0.205 0.133
H 7.211 -1.500 0.205
H 7.197 -3.936 -0.235
H 5.083 -5.052 -0.859
H 2.672 -5.005 -1.174
H -2.824 -1.906 -0.468
H -5.120 -2.777 -0.098
H -5.553 -5.202 -0.286
H -3.745 -6.738 -0.944
H -1.446 -5.862 -1.321